The following is a quantum chemistry calculation of a 4-piece molecular cluster, C26H54ClN4O6 overall, from the OMol25 dataset.

Last column: Mulliken charge in e.
Geometry (Å):
C (-1.56710, -5.02181, 0.47443)  -1.253
C (-1.49797, -4.13469, -0.77170)  -0.331
O (-0.40269, -3.19690, -0.60198)  -0.414
C (-0.72318, -1.96566, -0.29246)  0.774
C (-1.89394, -1.49980, 0.24520)  -0.187
C (-2.09175, -0.16686, 0.49397)  -1.038
C (-1.06722, 0.73077, 0.23435)  -0.551
C (0.11544, 0.27172, -0.26565)  0.865
C (1.21300, 1.29629, -0.48440)  -1.630
C (1.91629, 1.55438, 0.88430)  -0.161
C (2.81774, 0.39076, 1.30230)  -0.568
C (3.42816, 0.63162, 2.69931)  -0.902
C (2.33988, 0.35117, 3.76284)  -0.500
O (2.22658, 1.51365, 4.59218)  -0.333
C (1.10554, 1.43267, 5.40605)  0.726
C (1.33230, 1.22062, 6.88820)  -0.817
O (-0.00238, 1.55006, 4.93020)  -0.555
N (0.25513, -1.04509, -0.52633)  0.128
Cl (1.73326, -1.61271, -1.16594)  0.030
H (-0.65217, -5.62651, 0.46599)  0.353
H (-2.39458, -5.73173, 0.44666)  0.389
H (-1.51669, -4.45634, 1.41017)  0.316
H (-2.44910, -3.69163, -1.06881)  0.426
H (-1.20689, -4.78786, -1.59697)  0.252
H (-2.68965, -2.19389, 0.48192)  0.582
H (-3.02370, 0.22021, 0.88826)  0.446
H (-1.16547, 1.78746, 0.44286)  0.491
H (0.70945, 2.20530, -0.82217)  0.408
H (1.91383, 1.00138, -1.26564)  0.532
H (1.12252, 1.69389, 1.62794)  0.287
H (2.49108, 2.48249, 0.81997)  0.420
H (2.19861, -0.51264, 1.39583)  0.224
H (3.60495, 0.16544, 0.57546)  0.362
H (4.23270, -0.08907, 2.87537)  0.327
H (3.85458, 1.63086, 2.80318)  0.412
H (2.55989, -0.55784, 4.33711)  0.443
H (1.37520, 0.19512, 3.25934)  0.296
H (0.61039, 1.84068, 7.43444)  0.099
H (2.33531, 1.56436, 7.15819)  0.343
H (1.25821, 0.16189, 7.14533)  0.293
C (-2.03060, -2.88604, -6.76128)  -1.366
C (-2.97781, -3.46570, -5.71509)  0.221
C (-2.38542, -3.50802, -4.29867)  -0.511
O (-1.41806, -4.52155, -4.07579)  -0.379
C (-0.12991, -4.23697, -4.59560)  -0.577
N (-3.42542, -4.79164, -6.15612)  -0.737
H (-1.27632, -3.60186, -7.08835)  0.191
H (-2.59088, -2.59735, -7.65148)  0.432
H (-1.51827, -2.00083, -6.38959)  0.277
H (-3.85412, -2.81159, -5.67650)  0.464
H (-3.20188, -3.73252, -3.60393)  0.332
H (-1.98321, -2.52608, -4.00643)  0.331
H (0.11698, -3.17461, -4.50850)  0.124
H (-0.05320, -4.55655, -5.63531)  0.264
H (0.59658, -4.81580, -4.02315)  0.320
H (-4.14573, -5.12889, -5.52285)  0.283
H (-2.65409, -5.43985, -6.01773)  0.313
C (-1.65122, 6.38472, 10.06295)  -1.382
C (-0.53935, 5.40416, 10.42566)  0.352
C (0.19809, 4.81684, 9.21190)  -0.787
O (-0.52025, 3.83018, 8.48870)  -0.287
C (-1.52000, 4.33718, 7.62156)  -0.738
N (-1.09718, 4.35382, 11.28431)  -0.730
H (-2.56260, 5.88218, 9.74086)  0.291
H (-1.91750, 6.98687, 10.93155)  0.344
H (-1.33673, 7.06562, 9.26900)  0.340
H (0.20013, 5.95891, 11.01024)  0.413
H (1.09233, 4.30741, 9.58155)  0.341
H (0.54566, 5.60810, 8.53451)  0.430
H (-1.21729, 5.28052, 7.15884)  0.350
H (-2.46468, 4.46357, 8.15327)  0.240
H (-1.68546, 3.59819, 6.83643)  0.249
H (-0.34000, 3.76827, 11.62574)  0.270
H (-1.64194, 3.73107, 10.69295)  0.323
C (0.13362, 0.60783, -8.17413)  -1.535
C (1.06635, 0.22909, -7.02717)  0.170
C (2.55998, 0.31595, -7.37708)  -0.653
O (3.04414, -0.72812, -8.19642)  -0.385
C (2.73272, -0.60881, -9.57490)  -0.641
N (0.70090, -1.10910, -6.54329)  -0.373
H (0.02044, -0.19422, -8.90238)  0.308
H (-0.86452, 0.82462, -7.79131)  0.363
H (0.48977, 1.49694, -8.69726)  0.391
H (0.88490, 0.94272, -6.21700)  0.345
H (3.12530, 0.23401, -6.44379)  0.331
H (2.81149, 1.29260, -7.81086)  0.438
H (2.75597, 0.43227, -9.90800)  0.299
H (1.75916, -1.05237, -9.79222)  0.225
H (3.47956, -1.17072, -10.13429)  0.264
H (1.24252, -1.31304, -5.70700)  0.183
H (1.04151, -1.78319, -7.22582)  0.287

Properties
- LUMO energy (eV) = -3.8
- DFT total energy (eV) = -58596.4541
- molecular weight (g/mol) = 554.2
- gap between HOMO and LUMO (hartree) = 0.2491
- net charge = +1

The following is a quantum chemistry calculation of an isolated ion of composition C26H54N2O2PS and charge +1, from the OMol25 dataset.

Last column: Mulliken charge in e.
Geometry (Å):
C (10.86434, 0.08932, -0.83368)  -1.457
C (9.44864, 0.50099, -0.42903)  -0.110
C (9.12931, 1.92104, -0.88245)  -0.545
C (7.67340, 2.41303, -0.65819)  -1.001
C (6.76640, 1.48028, 0.13933)  0.169
C (5.38757, 2.09700, 0.36234)  -1.050
C (4.41931, 1.31061, 1.28595)  -0.552
C (4.92295, -0.00847, 1.86323)  -0.846
C (5.00481, -1.18361, 0.86025)  -0.810
C (3.97180, -2.28470, 1.10204)  -1.220
C (2.56886, -1.91896, 0.56511)  -0.170
C (2.07082, -2.83418, -0.57004)  -1.034
C (0.61471, -3.28431, -0.37203)  -0.812
C (-0.37557, -2.19755, -0.79299)  -0.327
C (-1.80306, -2.49547, -0.32636)  -1.363
C (-2.78638, -1.38794, -0.72450)  1.013
C (-3.20316, -1.46794, -2.19817)  -0.913
C (-4.62784, -0.98838, -2.52391)  -0.942
C (-5.76074, -1.53164, -1.62777)  -1.073
C (-6.67056, -0.44538, -1.02291)  -0.805
C (-6.12049, 0.08351, 0.31688)  -0.664
N (-4.96434, 0.94587, 0.00266)  0.415
C (-4.93619, 2.17562, 0.40457)  0.214
P (-3.51408, 3.24722, -0.05120)  1.066
N (-3.53706, 4.67743, 0.49966)  -0.766
O (-3.53040, 3.09288, -1.64103)  -0.536
O (-2.26451, 2.34944, 0.35734)  -0.466
S (-6.25583, 2.64132, 1.33754)  -0.226
C (-7.09238, 0.99501, 1.14417)  1.623
C (-8.39760, 1.34683, 0.40242)  -2.099
C (-7.36257, 0.38850, 2.54944)  -0.493
C (-8.77097, -0.14485, 2.79953)  -1.346
H (11.07676, -0.93067, -0.51902)  0.392
H (10.94160, 0.10939, -1.92027)  0.339
H (11.59466, 0.76800, -0.39849)  0.353
H (8.75647, -0.21631, -0.87801)  0.248
H (9.32249, 0.39011, 0.64889)  0.284
H (9.79881, 2.58998, -0.34083)  0.274
H (9.36124, 1.97762, -1.94476)  0.260
H (7.22416, 2.52996, -1.64756)  0.295
H (7.67314, 3.40166, -0.20092)  0.344
H (7.22932, 1.24578, 1.09721)  0.318
H (6.64067, 0.56041, -0.42959)  0.170
H (5.49915, 3.11826, 0.72576)  0.369
H (4.91562, 2.18505, -0.62014)  0.327
H (4.18732, 1.95798, 2.13514)  0.383
H (3.46570, 1.14888, 0.78303)  0.135
H (5.87678, 0.12019, 2.37011)  0.464
H (4.22091, -0.30190, 2.64878)  0.533
H (4.87295, -0.79833, -0.15331)  0.481
H (6.01277, -1.59906, 0.88984)  0.377
H (4.33034, -3.17962, 0.59262)  0.492
H (3.92469, -2.52851, 2.16251)  0.429
H (1.85044, -1.90993, 1.38482)  0.470
H (2.61154, -0.90032, 0.17955)  0.017
H (2.13724, -2.31428, -1.52757)  0.341
H (2.69661, -3.72026, -0.66128)  0.510
H (0.40526, -4.19156, -0.93811)  0.407
H (0.46084, -3.48084, 0.69051)  0.342
H (-0.34501, -2.09073, -1.88002)  0.299
H (-0.06473, -1.24291, -0.35744)  0.246
H (-1.76696, -2.60304, 0.75845)  0.387
H (-2.11761, -3.45166, -0.74636)  0.336
H (-3.63760, -1.42606, -0.04127)  -0.104
H (-2.26832, -0.44340, -0.52187)  -0.189
H (-3.03954, -2.46689, -2.59817)  0.495
H (-2.52515, -0.81966, -2.75644)  0.268
H (-4.63526, 0.10392, -2.57223)  0.504
H (-4.85076, -1.30485, -3.54168)  0.496
H (-6.40004, -2.15645, -2.24889)  0.443
H (-5.40273, -2.18005, -0.83005)  0.522
H (-6.75761, 0.39207, -1.71084)  0.420
H (-7.64357, -0.88887, -0.83270)  0.448
H (-5.74027, -0.74373, 0.91145)  0.359
H (-4.16406, 0.59538, -0.51416)  -0.343
H (-4.35517, 4.87411, 1.06516)  0.240
H (-3.22323, 3.92056, -2.03703)  0.337
H (-1.70225, 2.17622, -0.40477)  0.326
H (-8.96482, 0.46322, 0.13927)  0.408
H (-8.16046, 1.91520, -0.49465)  0.541
H (-8.99762, 1.99144, 1.03866)  0.493
H (-7.13608, 1.11424, 3.32956)  0.440
H (-6.67815, -0.44488, 2.70394)  0.305
H (-9.04617, -0.93678, 2.10443)  0.324
H (-9.53510, 0.62633, 2.77680)  0.327
H (-8.79845, -0.58697, 3.79371)  0.446

Properties
- LUMO energy (eV) = -4.1
- DFT total energy (eV) = -55032.5673
- molecular weight (g/mol) = 489.8
- gap between HOMO and LUMO (hartree) = 0.2831
- net charge = +1

Short version: maximum force = 1.9 1.3 eV Å⁻¹, in the order given.